Entry from OMol25: a molecular structure, C33H37MoN7O (the ωB97M-V functional and the def2-TZVPD basis).

Frontier orbital gap (alpha / beta) in eV: 5.39 / 6.15
⟨S²⟩: 2.026

ORCA input file:
```
! wB97M-V def2-TZVPD RIJCOSX def2/J DEFGRID3
* xyz 4 3
Mo -0.077 0.526 -0.368
C -3.190 1.307 0.612
C -2.656 2.138 1.790
C -1.365 1.586 2.406
C -1.075 1.788 3.760
C 0.177 1.443 4.290
C 1.154 0.893 3.450
C 0.807 0.636 2.145
N -0.421 0.926 1.669
N -2.283 1.277 -0.599
C -2.175 2.664 -1.225
C -0.958 3.428 -0.726
C -0.977 4.821 -0.781
C 0.094 5.518 -0.245
C 1.188 4.811 0.306
C 1.187 3.430 0.262
N 0.165 2.760 -0.347
C -2.920 0.362 -1.584
C -1.973 0.196 -2.772
C -2.476 -0.074 -4.038
C -1.596 -0.117 -5.125
C -0.226 0.105 -4.901
C 0.231 0.362 -3.620
N -0.639 0.368 -2.568
H -4.159 1.727 0.312
H -3.360 0.274 0.928
H -3.418 2.135 2.580
H -2.502 3.190 1.518
H -1.838 2.248 4.377
H 0.416 1.640 5.333
H 2.151 0.639 3.801
H 1.489 0.115 1.445
H -3.071 3.239 -0.939
H -2.136 2.599 -2.317
H -1.842 5.335 -1.211
H 0.105 6.609 -0.287
H 2.033 5.325 0.756
H 2.010 2.854 0.662
H -3.832 0.833 -1.955
H -3.177 -0.595 -1.129
H -3.546 -0.229 -4.150
H -1.978 -0.344 -6.127
H 0.486 0.077 -5.723
H 1.273 0.596 -3.454
N 1.277 -2.430 -1.637
C 0.012 -2.544 -1.081
C -0.650 -3.745 -1.321
C -1.846 -4.032 -0.695
C -2.372 -3.096 0.246
C -1.663 -1.945 0.488
N -0.580 -1.604 -0.280
C 2.184 -1.379 -1.560
C 3.466 -1.680 -2.036
C 4.421 -0.692 -2.156
C 4.064 0.644 -1.811
C 2.802 0.908 -1.344
N 1.886 -0.106 -1.156
H 1.617 -3.273 -2.104
H -0.158 -4.481 -1.960
H -2.381 -4.950 -0.931
H -3.280 -3.305 0.813
H -1.887 -1.273 1.323
H 3.670 -2.699 -2.340
H 5.410 -0.915 -2.533
H 4.795 1.445 -1.891
H 2.421 1.927 -1.220
C 2.538 -3.749 3.023
C 1.290 -3.540 3.896
C 0.340 -2.762 2.993
O 1.165 -2.132 1.974
C 2.561 -2.481 2.172
H 2.423 -4.623 2.379
H 3.467 -3.898 3.568
H 1.556 -2.918 4.761
H 0.865 -4.448 4.325
H -0.208 -1.972 3.534
H -0.378 -3.399 2.479
H 3.057 -1.643 2.684
H 3.020 -2.632 1.183
*
```

Mulliken analysis output, partial charges in e:
1. Mo -0.705
2. C -1.189
3. C -0.932
4. C 0.453
5. C -1.023
6. C -0.776
7. C -0.709
8. C -0.067
9. N 0.962
10. N 0.358
11. C -0.755
12. C 0.215
13. C -1.024
14. C -0.517
15. C -1.183
16. C -0.248
17. N 0.826
18. C -1.134
19. C 0.425
20. C -0.897
21. C -0.653
22. C -0.928
23. C -0.518
24. N 1.315
25. H 0.448
26. H 0.595
27. H 0.729
28. H 0.280
29. H 0.605
30. H 0.522
31. H 0.578
32. H 0.350
33. H 0.623
34. H 0.558
35. H 0.546
36. H 0.482
37. H 0.500
38. H 0.601
39. H 0.833
40. H 0.541
41. H 0.602
42. H 0.489
43. H 0.515
44. H 0.508
45. N 0.521
46. C 0.015
47. C -1.074
48. C -0.791
49. C -1.081
50. C -1.074
51. N 2.203
52. C 0.261
53. C -1.181
54. C -0.658
55. C -1.061
56. C -0.717
57. N 1.202
58. H 0.317
59. H 0.600
60. H 0.535
61. H 0.591
62. H 0.630
63. H 0.617
64. H 0.522
65. H 0.565
66. H 0.736
67. C -0.742
68. C -0.732
69. C -0.258
70. O -0.147
71. C -0.328
72. H 0.310
73. H 0.423
74. H 0.274
75. H 0.432
76. H 0.185
77. H 0.253
78. H 0.289
79. H 0.161

Entry from OMol25: a molecular structure, C33H37N8O9P2S4Sr (the ωB97M-V functional and the def2-TZVPD basis).

Frontier orbital gap in eV: 6.60
Energy relative to the best compared isomer or geometry (same formula, charge and spin) in eV: 0.718

ORCA input file:
```
! wB97M-V def2-TZVPD RIJCOSX def2/J DEFGRID3
* xyz -1 1
Sr -0.811 -0.600 0.429
N 0.170 -5.526 1.252
C -0.929 -4.494 1.227
C -2.285 -5.185 1.213
P -0.680 -3.684 -0.438
O 0.610 -2.736 -0.220
O -0.374 -4.845 -1.317
O -1.806 -2.719 -0.633
P -0.648 -3.398 2.684
O -1.469 -4.235 3.829
O 0.799 -3.500 3.033
O -1.300 -2.081 2.448
H 0.226 -5.895 0.286
H -0.004 -6.242 1.953
H 1.077 -5.062 1.463
H -2.388 -5.799 0.316
H -3.060 -4.421 1.190
H -2.424 -5.795 2.108
H 1.467 -3.222 -0.119
H -0.928 -4.222 4.627
S 4.128 -0.361 6.112
C 4.512 -1.972 6.538
C 3.992 -2.859 5.646
C 3.266 -2.232 4.599
C 3.255 -0.871 4.716
C 2.632 0.093 3.808
C 1.566 -0.323 2.976
N 0.965 0.457 2.104
C 1.393 1.738 1.982
C 2.431 2.253 2.768
C 2.861 3.609 2.596
C 2.290 4.405 1.668
C 1.235 3.910 0.834
C 0.663 4.687 -0.183
C -0.324 4.160 -0.983
C -0.738 2.836 -0.719
N -0.213 2.086 0.225
C 0.774 2.593 0.992
C -0.909 4.929 -2.086
C -0.923 6.291 -2.239
C -1.545 6.708 -3.441
C -1.987 5.654 -4.183
S -1.644 4.159 -3.437
C 3.051 1.396 3.694
H 5.096 -2.174 7.421
H 4.121 -3.929 5.725
H 2.776 -2.758 3.790
H 1.211 -1.345 3.046
H 3.667 3.972 3.223
H 2.625 5.426 1.527
H 1.037 5.691 -0.349
H -1.535 2.386 -1.306
H -0.531 6.976 -1.500
H -1.672 7.742 -3.729
H -2.507 5.679 -5.127
H 3.878 1.768 4.288
C -5.595 0.976 -5.134
N -5.175 1.459 -3.835
C -6.051 2.061 -2.978
C -5.657 2.484 -1.770
C -4.268 2.267 -1.371
O -3.875 2.681 -0.262
N -3.434 1.617 -2.220
C -3.840 1.240 -3.448
O -3.098 0.718 -4.292
H -6.588 1.370 -5.348
H -5.623 -0.115 -5.160
H -4.896 1.304 -5.900
H -7.064 2.178 -3.342
H -6.335 2.976 -1.090
N -2.638 0.923 1.647
H -3.421 0.460 2.095
H -3.025 1.624 1.003
H -2.121 1.403 2.376
C 0.045 0.880 -5.347
N 0.522 0.523 -4.026
C 1.824 0.427 -3.588
C 1.749 0.136 -2.257
N 0.431 0.067 -1.875
C -0.273 0.298 -2.962
H 0.513 0.246 -6.100
H 0.269 1.926 -5.565
H -1.034 0.742 -5.361
H 2.661 0.555 -4.252
H 2.550 -0.060 -1.561
H -1.351 0.323 -3.051
C 5.946 -4.750 1.301
O 5.426 -3.428 1.247
C 4.155 -3.215 0.852
S 3.197 -4.568 0.414
S 3.667 -1.623 0.870
H 6.973 -4.636 1.644
H 5.919 -5.221 0.319
H 5.377 -5.365 1.998
*
```

Mulliken analysis output, partial charges in e:
1. Sr 1.929
2. N -0.086
3. C 0.808
4. C -1.980
5. P 0.988
6. O 0.151
7. O -0.893
8. O -0.806
9. P 0.890
10. O -0.565
11. O -0.712
12. O -0.862
13. H 0.458
14. H 0.344
15. H -0.189
16. H 0.490
17. H 0.378
18. H 0.411
19. H -0.393
20. H 0.320
21. S -0.215
22. C -0.408
23. C -0.943
24. C -0.184
25. C 0.402
26. C 1.314
27. C -1.365
28. N 1.130
29. C -0.470
30. C 0.991
31. C -1.140
32. C -0.897
33. C 1.023
34. C -0.966
35. C 0.533
36. C -0.567
37. N 1.099
38. C -1.184
39. C 0.403
40. C -0.728
41. C -0.555
42. C -0.642
43. S 0.243
44. C -0.878
45. H 0.431
46. H 0.409
47. H 0.380
48. H -0.036
49. H 0.409
50. H 0.393
51. H 0.416
52. H 0.005
53. H 0.388
54. H 0.402
55. H 0.418
56. H 0.423
57. C -0.967
58. N 0.204
59. C 0.165
60. C -1.181
61. C 0.513
62. O -0.885
63. N 0.135
64. C 0.016
65. O -0.740
66. H 0.310
67. H 0.277
68. H 0.289
69. H 0.266
70. H 0.429
71. N -0.369
72. H 0.161
73. H 0.301
74. H 0.166
75. C -0.855
76. N 0.284
77. C -0.815
78. C -0.728
79. N 0.760
80. C -0.847
81. H 0.360
82. H 0.297
83. H 0.267
84. H 0.451
85. H 0.332
86. H 0.397
87. C -0.796
88. O -0.261
89. C 0.173
90. S -0.495
91. S -0.233
92. H 0.245
93. H 0.336
94. H 0.319

Entry from OMol25: a molecular structure, C33H38AsAuBF6O2P2 (the ωB97M-V functional and the def2-TZVPD basis).

Frontier orbital gap (alpha / beta) in eV: 6.79 / 5.64
⟨S²⟩: 0.765
Energy relative to the best compared isomer or geometry (same formula, charge and spin) in eV: 0.000

ORCA input file:
```
! wB97M-V def2-TZVPD RIJCOSX def2/J DEFGRID3
* xyz 2 2
Au -0.231 0.351 -0.529
C 0.996 -2.202 0.792
C -0.478 -2.588 0.630
P -1.660 -1.452 -0.225
C -3.182 -1.458 0.733
C -3.352 -2.203 1.903
C -4.570 -2.183 2.562
C -5.622 -1.430 2.066
C -5.465 -0.704 0.894
C -4.252 -0.715 0.229
C -2.081 -2.210 -1.799
C -1.779 -1.595 -3.009
C -2.078 -2.232 -4.206
C -2.675 -3.483 -4.188
C -2.991 -4.095 -2.979
C -2.702 -3.462 -1.783
C 1.913 -2.507 -0.421
P 3.050 -1.144 -0.795
C 4.556 -1.603 -1.563
C 4.992 -2.940 -1.608
C 6.168 -3.246 -2.260
C 6.933 -2.229 -2.829
C 6.526 -0.898 -2.754
C 5.349 -0.576 -2.117
C 2.169 0.003 -1.895
C 1.831 -0.484 -3.160
C 1.143 0.321 -4.060
C 0.746 1.599 -3.697
C 1.061 2.094 -2.434
C 1.789 1.311 -1.532
H 1.400 -2.771 1.628
H 1.076 -1.168 1.126
H -0.893 -2.699 1.625
H -0.543 -3.554 0.122
H -2.560 -2.799 2.326
H -4.694 -2.762 3.467
H -6.568 -1.413 2.591
H -6.293 -0.135 0.494
H -4.143 -0.160 -0.689
H -1.340 -0.602 -3.011
H -1.858 -1.750 -5.149
H -2.910 -3.983 -5.119
H -3.474 -5.062 -2.971
H -2.975 -3.933 -0.845
H 1.373 -2.709 -1.353
H 2.502 -3.394 -0.189
H 4.412 -3.730 -1.152
H 6.499 -4.273 -2.322
H 7.861 -2.476 -3.326
H 7.138 -0.118 -3.187
H 5.037 0.459 -2.041
H 2.125 -1.482 -3.464
H 0.917 -0.062 -5.047
H 0.209 2.223 -4.399
H 0.790 3.101 -2.152
H 2.147 1.759 -0.610
F -0.729 -0.164 2.032
As 0.331 0.985 2.892
F 1.316 0.979 1.349
F 1.265 -0.362 3.406
F 1.412 2.117 3.543
F -0.689 0.939 4.247
F -0.620 2.228 2.127
C -2.156 5.214 -1.371
C -2.354 4.060 -0.417
C -2.366 4.526 1.022
O -1.135 3.164 -0.561
B -1.665 1.958 -0.496
O -2.963 1.722 -0.552
C -3.542 3.093 -0.796
C -4.760 3.224 0.088
C -3.911 3.110 -2.266
H -1.309 5.814 -1.043
H -3.041 5.853 -1.362
H -1.981 4.883 -2.393
H -1.418 5.011 1.248
H -2.502 3.706 1.724
H -3.166 5.253 1.166
H -4.530 3.009 1.128
H -5.533 2.535 -0.251
H -5.160 4.237 0.019
H -3.039 2.958 -2.904
H -4.373 4.059 -2.536
H -4.628 2.314 -2.465
*
```

Mulliken analysis output, partial charges in e:
1. Au 4.057
2. C -0.968
3. C -0.876
4. P -0.331
5. C 0.873
6. C -0.336
7. C -0.858
8. C -0.628
9. C -0.662
10. C -0.688
11. C 0.838
12. C -0.113
13. C -0.926
14. C -0.560
15. C -0.821
16. C -0.571
17. C -1.024
18. P 0.536
19. C 0.863
20. C -0.398
21. C -0.716
22. C -0.441
23. C -0.712
24. C -0.500
25. C 0.050
26. C -0.045
27. C -1.142
28. C -0.262
29. C -0.499
30. C -1.069
31. H 0.827
32. H 0.039
33. H 0.060
34. H 0.773
35. H 0.375
36. H 0.469
37. H 0.431
38. H 0.475
39. H 0.363
40. H 0.258
41. H 0.476
42. H 0.437
43. H 0.448
44. H 0.456
45. H 0.559
46. H 0.488
47. H 0.294
48. H 0.438
49. H 0.418
50. H 0.426
51. H 0.410
52. H 0.558
53. H 0.530
54. H 0.503
55. H 0.431
56. H 0.799
57. F -0.445
58. As 2.076
59. F -0.432
60. F -0.500
61. F -0.473
62. F -0.462
63. F -0.408
64. C -1.778
65. C 1.605
66. C -1.874
67. O -0.482
68. B -1.014
69. O 0.225
70. C 1.176
71. C -1.805
72. C -1.970
73. H 0.467
74. H 0.383
75. H 0.338
76. H 0.514
77. H 0.286
78. H 0.437
79. H 0.327
80. H 0.436
81. H 0.414
82. H 0.258
83. H 0.423
84. H 0.464

Number 1: molar mass 643.6 g mol⁻¹. Number 2: molar mass 967.5 g mol⁻¹. Number 3: molar mass 925.3 g mol⁻¹.